Entry i
DFT (ωB97M-V with the def2-TZVPD basis set) results for a cluster of 10 separate species, C20H60O20 in total.

Atoms and positions in Å:
C  16.083  -17.482  20.891
C  15.209  -18.151  19.850
O  16.088  -19.099  19.225
O  16.593  -18.471  21.793
H  15.623  -16.633  21.389
H  16.973  -17.087  20.386
H  14.830  -17.461  19.090
H  14.323  -18.597  20.311
H  15.717  -19.389  18.387
H  16.882  -19.178  21.202
C  19.243  -26.870  23.397
C  17.796  -27.290  23.509
O  17.449  -27.968  24.723
O  20.043  -27.920  22.859
H  19.613  -26.565  24.383
H  19.303  -25.965  22.782
H  17.464  -27.941  22.695
H  17.232  -26.350  23.505
H  18.136  -28.632  24.867
H  20.521  -27.619  22.086
C  16.162  -21.851  23.327
C  15.885  -23.346  23.416
O  16.275  -24.067  22.250
O  17.391  -21.510  23.976
H  15.356  -21.243  23.754
H  16.226  -21.473  22.302
H  14.795  -23.411  23.460
H  16.238  -23.825  24.330
H  17.164  -23.792  21.999
H  17.171  -21.348  24.903
C  14.029  -26.627  26.650
C  13.100  -25.673  25.937
O  13.730  -25.138  24.777
O  15.200  -25.915  27.046
H  14.294  -27.476  26.006
H  13.507  -27.080  27.496
H  12.891  -24.824  26.589
H  12.155  -26.152  25.655
H  13.518  -25.583  23.954
H  15.453  -25.447  26.237
C  15.722  -21.450  27.559
C  14.278  -21.040  27.463
O  14.193  -19.682  27.846
O  16.449  -20.675  26.567
H  15.870  -22.517  27.390
H  16.168  -21.267  28.540
H  13.612  -21.617  28.122
H  13.928  -21.220  26.438
H  13.309  -19.315  27.826
H  16.437  -19.798  26.975
C  18.091  -22.990  16.768
C  17.989  -24.070  17.840
O  17.097  -23.637  18.864
O  18.961  -23.440  15.745
H  18.484  -22.095  17.276
H  17.110  -22.667  16.411
H  18.966  -24.325  18.250
H  17.485  -24.941  17.421
H  17.611  -23.170  19.541
H  19.042  -22.725  15.105
C  12.966  -21.281  20.233
C  13.983  -22.386  19.993
O  13.483  -23.587  20.570
O  13.026  -20.921  21.610
H  12.013  -21.749  19.967
H  13.134  -20.432  19.579
H  14.942  -22.190  20.483
H  14.239  -22.455  18.929
H  14.267  -24.149  20.635
H  12.829  -21.742  22.081
C  20.458  -20.529  26.321
C  20.882  -20.936  24.910
O  22.287  -21.002  24.701
O  20.377  -19.139  26.605
H  21.114  -20.977  27.072
H  19.450  -20.939  26.438
H  20.276  -20.458  24.139
H  20.621  -22.001  24.930
H  22.624  -20.147  24.413
H  21.180  -18.824  27.022
C  13.522  -17.434  24.497
C  13.428  -18.659  23.633
O  12.259  -18.528  22.835
O  13.587  -16.259  23.695
H  14.418  -17.450  25.125
H  12.712  -17.423  25.241
H  13.554  -19.609  24.167
H  14.339  -18.692  23.013
H  12.078  -19.415  22.474
H  12.908  -16.431  23.023
C  21.140  -22.328  21.251
C  19.865  -21.520  21.130
O  19.113  -22.015  20.004
O  22.053  -22.222  20.160
H  20.878  -23.395  21.296
H  21.733  -22.206  22.157
H  19.937  -20.433  21.177
H  19.233  -21.823  21.973
H  19.605  -21.740  19.220
H  21.650  -22.323  19.295

frontier orbital gap	9.91	eV
E_LUMO	0.18	eV
structure (SMILES)	OCCO.OCCO.OCCO.OCCO.OCCO.OCCO.OCCO.OCCO.OCCO.OCCO

Here are the Mulliken charges for atoms 1 to 4, given in e: C -0.705; C -0.059; O -0.500; O -0.419



Entry ii
DFT (ωB97M-V with the def2-TZVPD basis set) results for a cluster of 10 separate species, C20H60O20 in total.

Atoms and positions in Å:
C  10.355  -18.465  13.410
C  9.809  -17.145  13.006
O  8.542  -17.288  12.396
O  9.617  -18.904  14.489
H  11.423  -18.648  13.533
H  10.108  -19.205  12.649
H  10.394  -16.644  12.235
H  9.848  -16.417  13.816
H  8.594  -16.772  11.589
H  8.722  -18.594  14.330
C  2.452  -13.376  17.623
C  1.502  -14.047  18.592
O  2.206  -14.587  19.734
O  2.990  -12.264  18.214
H  1.995  -13.344  16.633
H  3.292  -14.041  17.428
H  1.036  -14.916  18.127
H  0.704  -13.332  18.790
H  2.835  -13.916  20.011
H  3.941  -12.324  18.095
C  6.302  -14.029  19.830
C  6.708  -12.502  19.486
O  5.996  -11.978  18.352
O  6.860  -14.879  18.905
H  5.225  -14.148  19.717
H  6.606  -14.388  20.813
H  7.768  -12.447  19.238
H  6.491  -11.853  20.335
H  5.981  -11.023  18.455
H  6.478  -15.757  18.977
C  10.926  -13.476  17.898
C  10.969  -15.001  17.649
O  11.166  -15.377  16.231
O  12.074  -12.888  17.373
H  10.841  -13.091  18.914
H  10.087  -13.008  17.382
H  10.016  -15.382  18.018
H  11.611  -15.455  18.404
H  11.929  -15.959  16.208
H  12.249  -13.286  16.517
C  12.181  -13.885  12.530
C  11.716  -12.472  11.999
O  12.115  -12.333  10.699
O  13.535  -13.945  12.172
H  11.680  -14.691  11.994
H  12.108  -14.034  13.607
H  12.036  -11.511  12.402
H  10.641  -12.404  12.164
H  12.939  -12.804  10.553
H  13.866  -14.809  12.426
C  8.338  -13.507  14.427
C  7.741  -13.294  15.884
O  6.363  -13.317  15.829
O  9.754  -13.679  14.376
H  8.074  -12.688  13.758
H  7.895  -14.438  14.075
H  8.014  -12.344  16.343
H  7.994  -14.080  16.596
H  5.981  -13.099  16.682
H  9.985  -14.303  15.067
C  5.464  -16.654  14.468
C  5.873  -16.651  15.946
O  5.052  -17.744  16.478
O  4.053  -16.387  14.356
H  5.651  -17.616  13.991
H  6.080  -15.957  13.901
H  5.549  -15.742  16.453
H  6.933  -16.882  16.060
H  4.394  -17.296  17.014
H  3.826  -17.319  14.399
C  7.529  -13.584  9.656
C  8.408  -14.333  10.644
O  8.529  -15.715  10.252
O  6.168  -14.065  9.697
H  7.967  -13.714  8.667
H  7.434  -12.539  9.951
H  8.079  -14.227  11.678
H  9.385  -13.861  10.538
H  7.693  -15.951  9.844
H  5.825  -13.900  8.816
C  9.473  -9.750  11.510
C  10.380  -8.514  11.666
O  11.625  -8.980  12.117
O  9.698  -10.557  10.346
H  8.413  -9.499  11.490
H  9.406  -10.405  12.379
H  9.943  -7.733  12.288
H  10.624  -8.057  10.708
H  11.476  -9.059  13.062
H  10.496  -11.089  10.395
C  3.885  -12.257  13.424
C  4.889  -12.612  12.308
O  4.298  -13.552  11.445
O  2.903  -11.392  12.857
H  4.368  -11.739  14.253
H  3.418  -13.169  13.795
H  5.732  -13.101  12.796
H  5.230  -11.741  11.747
H  4.997  -13.760  10.820
H  3.343  -10.541  12.928

frontier orbital gap	9.43	eV
E_LUMO	0.05	eV
structure (SMILES)	OCCO.OCCO.OCCO.OCCO.OCCO.OCCO.OCCO.OCCO.OCCO.OCCO

Here are the Mulliken charges for atoms 1 to 4, given in e: C -0.624; C -0.035; O -0.576; O -0.557



Entry iii
DFT (ωB97M-V with the def2-TZVPD basis set) results for a cluster of 10 separate species, C20H60O20 in total.

Atoms and positions in Å:
C  16.529  6.872  4.563
C  15.135  6.655  4.000
O  14.174  6.528  5.031
O  17.508  6.090  3.906
H  16.520  6.594  5.628
H  16.790  7.944  4.564
H  15.207  5.728  3.404
H  14.843  7.420  3.282
H  14.189  5.626  5.361
H  18.319  6.176  4.414
C  14.001  10.455  2.849
C  13.617  11.732  2.134
O  14.621  12.092  1.212
O  13.990  9.372  1.922
H  13.232  10.248  3.608
H  14.968  10.558  3.335
H  13.472  12.559  2.834
H  12.659  11.564  1.620
H  14.589  11.471  0.453
H  13.041  9.211  1.739
C  18.050  7.288  0.655
C  16.648  7.629  0.217
O  16.363  9.014  0.524
O  19.034  7.889  -0.245
H  18.209  6.225  0.773
H  18.240  7.823  1.596
H  15.962  7.032  0.852
H  16.425  7.413  -0.829
H  15.486  9.056  0.942
H  18.839  8.830  -0.332
C  16.521  11.169  -1.912
C  15.048  11.144  -2.281
O  14.272  10.739  -1.179
O  17.095  9.850  -1.863
H  16.683  11.665  -0.948
H  17.031  11.699  -2.721
H  14.929  10.506  -3.153
H  14.811  12.189  -2.500
H  14.054  9.806  -1.258
H  16.766  9.457  -1.036
C  12.352  17.007  4.281
C  12.580  15.562  4.079
O  12.848  14.908  5.335
O  13.542  17.686  4.603
H  11.541  17.088  5.012
H  11.955  17.395  3.324
H  13.408  15.300  3.405
H  11.706  15.110  3.608
H  13.785  14.969  5.532
H  13.265  18.587  4.801
C  18.021  11.504  2.302
C  19.442  11.498  1.793
O  19.496  11.232  0.402
O  17.277  12.554  1.673
H  18.069  11.671  3.402
H  17.542  10.522  2.185
H  19.994  10.683  2.259
H  19.885  12.471  2.033
H  19.173  12.008  -0.068
H  16.353  12.227  1.583
C  14.645  9.432  6.803
C  14.425  9.131  8.289
O  15.644  8.918  8.973
O  13.525  9.105  5.993
H  15.600  9.022  6.443
H  14.845  10.519  6.728
H  13.797  8.254  8.420
H  13.910  9.996  8.722
H  16.102  9.757  9.071
H  13.772  8.314  5.477
C  11.876  6.525  2.401
C  11.520  7.843  3.041
O  11.285  8.876  2.049
O  10.947  6.070  1.513
H  12.011  5.803  3.218
H  12.916  6.537  2.020
H  12.288  8.190  3.736
H  10.590  7.736  3.612
H  10.375  9.200  2.160
H  10.806  6.748  0.842
C  9.958  11.679  3.029
C  9.351  12.714  3.930
O  9.475  12.289  5.295
O  9.197  10.481  3.068
H  10.986  11.473  3.360
H  10.031  12.001  1.989
H  8.286  12.846  3.738
H  9.770  13.713  3.730
H  10.348  12.559  5.610
H  9.095  10.253  4.004
C  13.291  14.367  -0.761
C  12.559  14.779  0.470
O  12.422  16.186  0.585
O  12.702  14.917  -1.938
H  13.224  13.287  -0.866
H  14.351  14.658  -0.712
H  13.076  14.324  1.319
H  11.546  14.397  0.339
H  13.297  16.580  0.693
H  12.839  15.872  -1.879

frontier orbital gap	9.82	eV
E_LUMO	0.23	eV
structure (SMILES)	OCCO.OCCO.OCCO.OCCO.OCCO.OCCO.OCCO.OCCO.OCCO.OCCO

Here are the Mulliken charges for atoms 1 to 4, given in e: C -0.612; C 0.673; O -0.661; O -0.553



Which of them is the most stable? Correct choice: entry iii.



Entry i
DFT (ωB97M-V with the def2-TZVPD basis set) results for a structure of composition C13H20F2GeIrN3S2.

Atoms and positions in Å:
Ir  -0.004  -0.109  0.391
C  -4.328  2.552  1.382
S  -3.411  3.152  -0.061
C  -1.992  2.111  0.020
S  -2.239  0.395  0.241
N  -0.858  2.726  -0.151
N  0.206  1.856  -0.113
C  1.406  2.281  -0.253
C  2.470  1.269  -0.152
C  3.808  1.598  -0.250
C  4.763  0.595  -0.149
C  4.349  -0.710  0.031
C  2.989  -0.972  0.127
N  2.072  -0.016  0.048
H  -5.221  3.172  1.434
H  -3.729  2.687  2.279
H  -4.607  1.510  1.262
H  1.618  3.330  -0.430
H  4.087  2.632  -0.398
H  5.817  0.835  -0.204
H  5.057  -1.523  0.105
H  2.613  -1.973  0.293
C  -0.462  -5.070  1.649
Ge  -0.360  -3.131  1.954
C  1.312  -2.800  2.936
C  -1.946  -2.600  2.972
C  -0.331  -2.184  0.249
H  -0.537  -5.610  2.595
H  0.429  -5.424  1.127
H  -1.337  -5.318  1.047
H  1.169  -2.874  4.015
H  1.709  -1.808  2.719
H  2.061  -3.539  2.645
H  -1.824  -2.819  4.034
H  -2.811  -3.152  2.604
H  -2.152  -1.534  2.855
H  -1.289  -2.367  -0.246
H  0.456  -2.634  -0.372
F  -0.501  1.591  2.594
C  0.167  0.424  2.280
F  1.482  0.696  2.632
H  -0.197  -0.335  2.976

frontier orbital gap	6.58	eV
E_LUMO	-1.22	eV

Here are the natural (NBO) charges for atoms 1 to 4, given in e: Ir 0.693; C -0.736; S 0.284; C -0.048



Entry ii
DFT (ωB97M-V with the def2-TZVPD basis set) results for a structure of composition C13H20F2GeIrN3S2.

Atoms and positions in Å:
Ir  0.092  -0.011  -0.323
C  -5.216  0.286  1.005
S  -4.094  0.292  2.436
C  -2.546  0.218  1.614
S  -2.263  1.138  0.179
N  -1.645  -0.501  2.192
N  -0.435  -0.626  1.702
C  0.475  -1.291  2.413
C  1.764  -1.474  1.896
C  2.778  -2.180  2.587
C  3.971  -2.422  1.961
C  4.189  -1.912  0.674
C  3.190  -1.160  0.088
N  2.007  -0.962  0.655
H  -6.209  0.498  1.384
H  -5.187  -0.695  0.541
H  -4.898  1.048  0.303
H  0.194  -1.692  3.380
H  2.582  -2.535  3.586
H  4.739  -2.995  2.455
H  5.107  -2.116  0.148
H  3.326  -0.732  -0.897
C  0.119  0.978  -4.729
Ge  -1.217  -0.057  -3.688
C  -1.811  -1.566  -4.858
C  -2.807  1.052  -3.276
C  -0.485  -1.012  -2.067
H  -0.222  1.051  -5.758
H  1.086  0.486  -4.728
H  0.238  1.982  -4.343
H  -2.244  -1.173  -5.773
H  -2.559  -2.183  -4.369
H  -0.968  -2.196  -5.130
H  -3.220  1.428  -4.209
H  -2.544  1.893  -2.644
H  -3.574  0.468  -2.778
H  0.398  -1.569  -2.403
H  -1.248  -1.735  -1.752
F  0.142  2.375  -1.980
C  1.010  1.575  -1.290
F  1.933  1.178  -2.219
H  1.552  2.237  -0.585

frontier orbital gap	5.62	eV
E_LUMO	-1.90	eV

Here are the natural (NBO) charges for atoms 1 to 4, given in e: Ir 0.740; C -0.734; S 0.303; C -0.060



Which of them is the most stable? Correct choice: entry i.



Entry i
DFT (ωB97M-V with the def2-TZVPD basis set) results for a cluster of 2 separate species, CHIOS2 in total.

Atoms and positions in Å:
C  1.146  1.448  -0.479
O  -1.570  -0.251  -0.212
S  2.110  0.071  -0.749
S  1.591  0.983  1.091
I  -0.807  -2.015  0.218
H  -2.469  -0.237  0.132

frontier orbital gap	8.24	eV
E_LUMO	-0.76	eV

Here are the natural (NBO) charges for atoms 1 to 4, given in e: C -0.350; O -0.887; S 0.168; S 0.174



Entry ii
DFT (ωB97M-V with the def2-TZVPD basis set) results for a cluster of 2 separate species, CHIOS2 in total.

Atoms and positions in Å:
C  2.177  -0.419  -0.516
O  1.174  -0.217  -1.095
S  3.820  0.181  -0.268
S  2.691  -1.192  0.980
I  -1.980  -0.338  0.413
H  -0.683  -0.586  -0.636

frontier orbital gap	8.33	eV
E_LUMO	-1.27	eV
structure (SMILES)	O=C1SS1.I

Here are the natural (NBO) charges for atoms 1 to 4, given in e: C 0.274; O -0.505; S 0.129; S 0.126



Which of them is the most stable? Correct choice: entry ii.